1.
A 2-piece molecular cluster, C4H8O overall. Source: the OMol25 dataset; level of theory: ωB97M-V/def2-TZVPD.

Output
Structure (SMILES) = CC=O.C=C
HOMO level = -9.6 eV
Calculated total energy = -232.34011 Eh
Relative energy (zero: lowest compared OMol25 entry of this formula, charge and spin) = 277.0 kJ/mol
E_LUMO = 0.5 eV

Structure (ORCA input):
```
! RIJCOSX wB97M-V def2-TZVPD def2/J DEFGRID3
* xyz 0 1
C 1.201 -1.016 0.085
C 1.317 0.592 0.045
O 1.214 1.360 -0.880
H 1.548 -1.581 -0.777
H 1.910 -1.245 0.880
H 0.245 -1.424 0.402
H 2.239 0.741 0.644
C -1.560 0.602 0.587
C -1.535 0.185 -0.693
H -1.281 1.577 0.958
H -2.277 0.145 1.255
H -1.958 -0.735 -1.062
H -1.063 0.799 -1.443
*
```

2.
One molecule with the formula C4H8O. Source: the OMol25 dataset; level of theory: ωB97M-V/def2-TZVPD.

Output
Structure (SMILES) = C/C=C/OC
HOMO level = -8.7 eV
Calculated total energy = -232.39569 Eh
Relative energy (zero: lowest compared OMol25 entry of this formula, charge and spin) = 131.1 kJ/mol
E_LUMO = 1.1 eV

Structure (ORCA input):
```
! RIJCOSX wB97M-V def2-TZVPD def2/J DEFGRID3
* xyz 0 1
C -0.822 1.545 -1.149
C -0.078 0.328 -0.707
C -0.604 -0.782 -0.196
O 0.134 -1.730 0.461
C 1.071 -1.191 1.382
H -0.619 1.819 -2.190
H -0.492 2.386 -0.526
H -1.901 1.439 -1.011
H 1.007 0.406 -0.698
H -1.660 -1.044 -0.256
H 1.676 -0.387 0.953
H 0.552 -0.784 2.262
H 1.734 -2.004 1.676
*
```

The lowest relative energy (zero: lowest compared OMol25 entry of this formula, charge and spin) belongs to which entry?
number 2